Entry from the OMol25 dataset: C24H43NP2Tc as an isolated structure in a non-equilibrium geometry (ωB97M-V/def2-TZVPD).

Geometry as ORCA input:
```
! RIJCOSX wB97M-V def2-TZVPD def2/J DEFGRID3
* xyz 2 4
P 0.022 0.595 -2.629
P 2.532 -1.333 -0.287
C 1.784 0.074 -2.654
C 2.237 -1.317 -2.128
H 2.405 0.860 -2.198
H 2.077 0.101 -3.714
H 1.571 -2.112 -2.459
H 3.199 -1.743 -2.493
C 4.109 -0.376 -0.375
H 4.625 -0.368 0.596
H 3.876 0.626 -0.757
H 4.702 -0.959 -1.102
C 3.561 -2.797 0.315
H 4.115 -3.114 -0.573
H 2.974 -3.630 0.733
H 4.224 -2.426 1.100
C -0.045 1.820 -4.008
H -0.894 2.521 -3.861
H -0.076 1.421 -5.054
H 0.896 2.370 -3.863
C -0.761 -0.888 -3.442
H -0.599 -1.816 -2.857
H -0.347 -0.998 -4.456
H -1.848 -0.738 -3.526
Tc -1.014 1.552 -1.131
C 1.910 -1.730 2.830
C 2.275 -0.846 1.793
C 1.181 -0.178 0.998
C 0.250 -1.374 0.562
C 1.007 -2.802 0.267
C 0.743 -3.933 1.017
C 0.463 -3.964 2.459
C 0.754 -2.599 3.178
C -2.415 -0.051 -1.024
H 2.464 -1.495 3.732
H 3.109 -0.175 2.063
H 1.499 0.543 0.151
H 0.776 0.529 1.779
H -0.502 -1.536 1.352
H -0.285 -0.863 -0.264
H 0.989 -2.999 -0.804
H 0.982 -4.919 0.583
H 1.021 -4.774 2.938
H -0.542 -4.348 2.678
H -0.209 -2.061 3.221
H 0.921 -2.889 4.227
H -2.259 -0.652 -0.122
H -2.384 -0.776 -1.836
H -3.465 0.241 -0.973
C -2.625 3.994 -0.558
N -2.952 2.553 -0.652
C -4.134 2.452 -1.599
C -3.417 2.108 0.717
C -2.204 1.955 1.571
C -2.338 1.776 2.953
C -1.224 1.852 3.766
C -0.023 2.257 3.206
C 0.113 2.420 1.810
C -0.957 2.039 0.978
H -3.143 4.515 0.254
H -2.911 4.483 -1.494
H -1.553 4.127 -0.422
H -4.442 1.409 -1.706
H -4.990 3.016 -1.162
H -3.875 2.834 -2.605
H -4.162 2.844 1.099
H -3.990 1.176 0.609
H -3.322 1.553 3.308
H -1.285 1.614 4.820
H 0.841 2.487 3.810
H 0.983 2.860 1.319
*
```

Output
- Energy relative to the best compared isomer or geometry (same formula, charge and spin): 3.654 eV
- HOMO (alpha / beta): -11.941 / -12.295 eV
- E_tot: -47823.6483 eV
- HOMO-LUMO gap (alpha / beta): 3.305 / 3.265 eV


Entry from the OMol25 dataset: C11H10BrCl in the gas phase in a non-equilibrium geometry (ωB97M-V/def2-TZVPD).

Geometry as ORCA input:
```
! RIJCOSX wB97M-V def2-TZVPD def2/J DEFGRID3
* xyz 0 1
C -1.883 1.523 -1.885
C -1.749 0.160 -1.608
C -1.039 2.466 -1.440
C -0.653 -0.237 -0.875
C 0.058 2.043 -0.726
C 0.330 0.729 -0.477
C 1.776 -1.201 0.373
C -0.359 -1.457 2.278
C 1.509 0.242 0.169
C 1.023 -1.718 1.685
C 0.868 -1.051 3.037
Cl 1.236 -2.173 4.415
Br 1.185 0.799 3.453
H -2.845 1.993 -2.299
H -2.384 -0.602 -1.959
H -1.332 3.473 -1.693
H -0.402 -1.266 -0.501
H 0.681 2.843 -0.457
H 1.390 -1.873 -0.454
H 2.797 -1.364 0.550
H -0.944 -0.644 1.912
H -1.020 -2.337 2.540
H 2.213 0.751 0.665
*
```

Output
- Energy relative to the best compared isomer or geometry (same formula, charge and spin): 0.009 eV
- HOMO (alpha / beta): -7.499 / -8.862 eV
- E_tot: -94128.9613 eV
- HOMO-LUMO gap (alpha / beta): 6.682 / 8.170 eV


Entry from the OMol25 dataset: C44H42As2N2OPdTe as an isolated structure in a non-equilibrium geometry (ωB97M-V/def2-TZVPD).

Geometry as ORCA input:
```
! RIJCOSX wB97M-V def2-TZVPD def2/J DEFGRID3
* xyz 0 3
Pd 1.130 0.088 0.218
O 0.959 0.514 2.418
C 1.799 0.482 3.393
C 1.316 0.698 4.708
C 2.114 0.566 5.812
C 3.456 0.223 5.671
C 3.977 0.073 4.411
C 3.197 0.226 3.258
C 3.836 0.172 1.963
N 3.286 0.258 0.757
C 4.299 0.227 -0.153
C 5.490 0.125 0.493
N 5.189 0.094 1.823
H 0.266 0.940 4.805
H 1.702 0.714 6.800
H 4.090 0.093 6.535
H 5.025 -0.184 4.323
H 4.112 0.291 -1.206
H 6.493 0.071 0.126
H 5.860 0.032 2.570
C -1.985 0.710 1.307
C -1.969 -0.703 0.750
As -0.435 -1.843 1.308
C -0.745 -1.966 3.249
C -1.972 -1.799 3.881
C -2.068 -1.858 5.261
C -0.938 -2.082 6.031
C 0.289 -2.256 5.415
C 0.379 -2.212 4.035
C -1.398 -3.504 0.785
C -1.457 -4.591 1.652
C -2.126 -5.751 1.300
C -2.733 -5.856 0.059
C -2.666 -4.792 -0.822
C -2.007 -3.631 -0.461
As -0.597 1.913 0.582
C -1.007 2.042 -1.336
C 0.114 2.294 -2.127
C 0.015 2.401 -3.502
C -1.222 2.247 -4.107
C -2.341 1.994 -3.334
C -2.240 1.896 -1.954
C -1.519 3.574 1.141
C -1.548 4.681 0.299
C -2.205 5.839 0.679
C -2.832 5.909 1.912
C -2.789 4.822 2.768
C -2.128 3.665 2.388
H -1.817 0.674 2.391
H -2.967 1.175 1.125
H -1.964 -0.662 -0.350
H -2.887 -1.230 1.049
H -2.867 -1.629 3.295
H -3.028 -1.721 5.738
H -1.010 -2.116 7.108
H 1.178 -2.414 6.008
H 1.338 -2.348 3.543
H -0.976 -4.515 2.622
H -2.173 -6.577 1.996
H -3.248 -6.764 -0.220
H -3.130 -4.866 -1.797
H -1.965 -2.813 -1.171
H 1.084 2.409 -1.627
H 0.895 2.592 -4.101
H -1.311 2.328 -5.181
H -3.302 1.878 -3.816
H -3.126 1.704 -1.358
H -1.065 4.622 -0.671
H -2.231 6.686 0.008
H -3.346 6.812 2.209
H -3.273 4.869 3.733
H -2.089 2.822 3.069
C 1.076 0.204 -8.088
C 0.954 -0.055 -6.615
C 1.988 0.244 -5.744
C 1.901 -0.045 -4.392
C 3.038 0.324 -3.492
C 0.767 -0.672 -3.880
Te 0.673 -1.321 -1.821
C -0.300 -0.947 -4.741
C -1.570 -1.565 -4.244
C -0.192 -0.628 -6.085
H 1.947 0.821 -8.304
H 0.185 0.699 -8.474
H 1.187 -0.744 -8.619
H 2.891 0.704 -6.126
H 3.746 0.977 -3.996
H 3.558 -0.583 -3.177
H 2.646 0.831 -2.605
H -2.030 -0.919 -3.497
H -1.362 -2.530 -3.782
H -2.272 -1.710 -5.061
H -1.020 -0.846 -6.745
*
```

Output
- Energy relative to the best compared isomer or geometry (same formula, charge and spin): 0.561 eV
- HOMO (alpha / beta): -6.906 / -6.834 eV
- E_tot: -183786.6381 eV
- HOMO-LUMO gap (alpha / beta): 7.449 / 5.020 eV


Entry from the OMol25 dataset: a 2-piece molecular cluster, C4H12N2 overall in a non-equilibrium geometry (ωB97M-V/def2-TZVPD).

Geometry as ORCA input:
```
! RIJCOSX wB97M-V def2-TZVPD def2/J DEFGRID3
* xyz 0 1
C -1.826 1.386 0.773
N -0.987 2.318 0.906
C -0.758 3.088 -0.297
H -2.328 1.203 -0.177
H -2.041 0.790 1.649
H -1.366 4.004 -0.231
H 0.249 3.498 -0.361
H -1.024 2.710 -1.290
C 1.260 -1.315 -1.077
C 1.081 -2.464 -0.102
N 0.629 -1.944 1.204
H 0.329 -0.759 -1.173
H 1.620 -1.545 -2.078
H 1.972 -0.596 -0.659
H 1.906 -3.143 0.095
H 0.278 -3.092 -0.501
H -0.329 -2.010 1.418
H 1.337 -2.130 1.900
*
```

Output
- Energy relative to the best compared isomer or geometry (same formula, charge and spin): 1.767 eV
- Structure (SMILES): C=NC.CCN
- HOMO: -8.862 eV
- E_tot: -7321.2616 eV
- HOMO-LUMO gap: 9.918 eV


Entry from the OMol25 dataset: C7H16N2O2Si in the gas phase in a non-equilibrium geometry (ωB97M-V/def2-TZVPD).

Geometry as ORCA input:
```
! RIJCOSX wB97M-V def2-TZVPD def2/J DEFGRID3
* xyz 0 1
C 5.064 0.101 0.147
C 3.595 0.203 -0.278
O 3.159 1.288 -0.632
N 2.882 -0.958 -0.054
N 1.678 -1.252 -0.599
C 0.536 -0.733 -0.145
C 0.747 0.396 0.856
O -0.693 -0.933 -0.610
Si -2.692 -0.158 -0.304
C -2.562 1.720 0.018
C -3.240 -0.589 -2.050
C -3.246 -0.989 1.312
H 5.799 0.591 -0.646
H 5.222 -0.928 0.453
H 5.221 0.742 1.097
H 3.587 -1.655 -0.140
H 1.607 0.253 1.608
H -0.087 0.670 1.313
H 1.239 1.277 0.332
H -2.238 1.909 0.990
H -2.027 2.223 -0.709
H -3.510 2.246 -0.045
H -4.222 -0.065 -2.270
H -2.475 -0.296 -2.604
H -3.349 -1.722 -2.134
H -3.976 -0.475 1.810
H -3.536 -1.967 1.125
H -2.483 -0.900 2.159
*
```

Output
- Energy relative to the best compared isomer or geometry (same formula, charge and spin): 4.057 eV
- Structure (SMILES): CC(=O)N/N=C(\C)O[Si](C)(C)C
- HOMO: -7.891 eV
- E_tot: -22469.2945 eV
- HOMO-LUMO gap: 8.306 eV


Entry from the OMol25 dataset: a 4-piece molecular cluster, C3H14O3S2 overall in a non-equilibrium geometry (ωB97M-V/def2-TZVPD).

Geometry as ORCA input:
```
! RIJCOSX wB97M-V def2-TZVPD def2/J DEFGRID3
* xyz 0 1
C -3.673 0.704 0.902
C -2.153 0.589 0.588
C -1.642 2.011 0.510
S -0.131 1.935 -0.528
S 1.626 2.205 0.275
H -3.846 -0.046 1.603
H -3.969 1.715 1.306
H -4.212 0.580 0.034
H -1.898 -0.037 -0.328
H -1.703 0.077 1.459
H -1.586 2.617 1.499
H -2.279 2.690 -0.142
H 2.239 1.012 0.698
O 0.969 -4.313 0.530
H 0.368 -4.935 1.131
H 1.855 -4.587 0.671
O 2.067 -2.877 2.592
H 1.625 -3.115 3.418
H 1.468 -2.782 1.761
O 0.871 -2.218 -4.687
H 0.391 -2.630 -4.012
H 1.176 -1.354 -4.526
*
```

Output
- Energy relative to the best compared isomer or geometry (same formula, charge and spin): 2.045 eV
- Structure (SMILES): CCCSS.O.O.O
- HOMO: -8.879 eV
- E_tot: -31149.4221 eV
- HOMO-LUMO gap: 9.204 eV


Entry from the OMol25 dataset: C19H30N4P2PdS as an isolated structure in a non-equilibrium geometry (ωB97M-V/def2-TZVPD).

Geometry as ORCA input:
```
! RIJCOSX wB97M-V def2-TZVPD def2/J DEFGRID3
* xyz 0 1
Pd -0.726 -1.070 -1.161
C 2.890 -1.109 -1.062
P 1.309 -0.694 -0.201
C 1.613 1.032 0.441
C 1.405 -1.747 1.264
C 2.383 -1.526 2.234
C 2.454 -2.302 3.368
C 1.529 -3.335 3.559
C 0.548 -3.563 2.615
C 0.464 -2.796 1.455
P -0.835 -3.005 0.212
C -0.004 -4.127 -1.001
C -2.034 -4.207 0.923
H 3.728 -1.057 -0.371
H 3.044 -0.433 -1.900
H 2.794 -2.127 -1.440
H 1.658 1.043 1.539
H -0.332 1.609 0.521
H 2.547 1.440 0.054
H 3.093 -0.723 2.086
H 3.208 -2.111 4.116
H 1.580 -3.948 4.445
H -0.162 -4.358 2.782
H 0.422 -4.992 -0.491
H 0.778 -3.557 -1.512
H -0.743 -4.441 -1.738
H -1.535 -5.139 1.185
H -2.787 -4.401 0.160
H -2.515 -3.777 1.798
N -2.551 0.647 -0.698
N -3.688 0.156 -1.410
C -3.698 -1.214 -1.693
N -4.898 -1.882 -1.443
S -2.457 -1.955 -2.602
H -2.690 0.652 0.319
H -2.324 1.583 -1.032
H -4.575 0.462 -1.008
H -5.739 -1.369 -1.691
H -4.902 -2.808 -1.854
C -1.089 3.748 1.403
C -0.124 4.138 0.317
C -0.001 5.469 -0.048
C 0.884 5.855 -1.035
C 1.616 4.892 -1.705
C 1.487 3.547 -1.396
C 2.177 2.513 -2.235
C 0.637 3.165 -0.347
N 0.482 1.804 -0.050
H -1.426 4.639 1.930
H -0.620 3.085 2.130
H -1.965 3.248 0.983
H -0.608 6.213 0.448
H 0.983 6.897 -1.303
H 2.275 5.188 -2.507
H 2.363 2.902 -3.234
H 1.541 1.625 -2.310
H 3.139 2.224 -1.811
*
```

Output
- Energy relative to the best compared isomer or geometry (same formula, charge and spin): 1.358 eV
- HOMO (alpha / beta): -5.220 / -5.220 eV
- E_tot: -59042.4746 eV
- HOMO-LUMO gap (alpha / beta): 5.456 / 5.454 eV


Entry from the OMol25 dataset: C13H30CuN2O3PS3 as an isolated structure (ωB97M-V/def2-TZVPD).

Geometry as ORCA input:
```
! RIJCOSX wB97M-V def2-TZVPD def2/J DEFGRID3
* xyz 0 1
Cu -0.405 -0.873 0.860
C 3.084 0.557 -2.109
C 3.568 1.450 -0.985
C 3.059 2.874 -1.105
O 3.281 0.923 0.335
P 1.960 0.173 0.850
S 1.774 -1.698 0.246
S 0.318 1.301 0.483
O 2.278 0.112 2.407
C 2.857 1.124 3.269
C 2.244 2.495 3.081
C 4.370 1.127 3.149
H 3.492 0.933 -3.049
H 1.995 0.569 -2.175
H 3.404 -0.473 -1.971
H 4.660 1.471 -0.995
H 1.971 2.906 -1.125
H 3.440 3.312 -2.030
H 3.410 3.482 -0.271
H 2.594 0.752 4.261
H 2.510 2.923 2.113
H 2.624 3.157 3.862
H 1.159 2.456 3.145
H 4.699 1.583 2.217
H 4.759 0.110 3.194
H 4.790 1.692 3.983
C -0.394 -2.835 -2.855
C -0.121 -1.475 -3.522
C -0.870 -0.467 -2.629
O -1.399 -1.209 -1.533
C -1.602 -2.542 -1.976
H 0.448 -3.119 -2.225
H -0.575 -3.634 -3.574
H -0.503 -1.447 -4.543
H 0.946 -1.261 -3.561
H -1.691 0.014 -3.174
H -0.231 0.307 -2.207
H -2.542 -2.614 -2.544
H -1.674 -3.172 -1.090
C -4.458 0.890 0.640
N -3.431 -0.130 0.729
C -3.480 -1.300 1.364
S -2.042 -2.102 1.816
N -4.659 -1.868 1.696
C -5.877 -1.850 0.898
H -3.958 1.856 0.614
H -5.099 0.863 1.520
H -5.066 0.798 -0.262
H -2.490 0.136 0.463
H -4.519 -2.719 2.218
H -6.091 -0.865 0.504
H -6.711 -2.141 1.533
H -5.807 -2.549 0.060
*
```

Output
- Energy relative to the best compared isomer or geometry (same formula, charge and spin): 0.033 eV
- HOMO: -7.347 eV
- E_tot: -109528.8591 eV
- HOMO-LUMO gap: 7.780 eV


Entry from the OMol25 dataset: C17H19MnN10S as an isolated structure (ωB97M-V/def2-TZVPD).

Geometry as ORCA input:
```
! RIJCOSX wB97M-V def2-TZVPD def2/J DEFGRID3
* xyz 0 5
Mn 1.260 -0.664 -0.879
N 2.456 -3.697 -1.963
C 1.101 -3.627 -1.763
N 0.281 -4.641 -1.974
N -0.931 -4.156 -1.654
N -0.854 -2.939 -1.275
N 0.449 -2.539 -1.328
C 3.338 -2.680 -1.713
N 4.615 -2.713 -2.036
N 5.099 -1.537 -1.585
N 4.189 -0.838 -1.035
N 3.016 -1.538 -1.079
H 2.813 -4.521 -2.417
S 0.034 0.736 -2.031
C -0.599 2.379 -1.970
C -1.960 2.579 -2.191
C -2.483 3.863 -2.179
C -1.654 4.951 -1.950
C -0.297 4.753 -1.737
C 0.232 3.473 -1.745
H -2.593 1.727 -2.402
H -3.538 4.013 -2.361
H -2.064 5.952 -1.947
H 0.354 5.599 -1.567
H 1.289 3.311 -1.581
C -1.949 1.000 0.989
N -2.204 -0.312 1.643
C -3.475 -0.916 1.155
C -1.073 -1.303 1.445
C 0.230 -0.786 1.967
C 0.398 -0.690 3.350
C 1.583 -0.227 3.890
C 2.631 0.116 3.048
C 2.497 -0.007 1.672
C 1.293 -0.450 1.119
H -2.800 1.648 1.185
H -1.828 0.821 -0.076
H -1.032 1.420 1.396
H -2.276 -0.146 2.648
H -3.332 -1.168 0.106
H -4.282 -0.198 1.275
H -3.674 -1.822 1.723
H -1.072 -1.545 0.383
H -1.395 -2.200 1.978
H -0.400 -1.012 4.013
H 1.700 -0.161 4.962
H 3.570 0.460 3.463
H 3.337 0.233 1.029
*
```

Output
- HOMO (alpha / beta): -7.923 / -7.990 eV
- E_tot: -74991.2024 eV
- HOMO-LUMO gap (alpha / beta): 6.154 / 7.513 eV


Entry from the OMol25 dataset: C25H32CaFI2N5O3S2 as an isolated structure in a non-equilibrium geometry (ωB97M-V/def2-TZVPD).

Geometry as ORCA input:
```
! RIJCOSX wB97M-V def2-TZVPD def2/J DEFGRID3
* xyz 0 1
Ca 2.399 0.878 -1.938
I 2.258 4.575 0.329
C 1.484 5.080 -1.572
I -0.530 4.532 -1.916
H 2.082 4.538 -2.295
H 1.561 6.152 -1.691
C 0.751 -0.907 5.610
C 0.870 -1.770 4.366
N 0.820 -0.993 3.132
C 1.980 -0.693 2.492
C 2.128 0.050 1.365
C 3.600 0.213 0.874
O 4.438 -0.359 1.566
O 3.740 0.915 -0.155
C 0.939 0.601 0.776
O 0.838 1.270 -0.260
C -0.325 0.313 1.496
C -1.504 0.833 0.948
C -2.698 0.541 1.542
F -3.841 1.082 1.061
C -2.778 -0.307 2.650
C -1.611 -0.807 3.203
C -0.366 -0.491 2.639
N -4.027 -0.703 3.219
C -5.210 -0.799 2.386
C -6.222 -1.710 3.118
N -5.471 -2.402 4.215
C -5.086 -1.417 5.278
C -4.351 -0.262 4.559
H 0.768 -1.532 6.504
H -0.172 -0.326 5.617
H 1.582 -0.204 5.671
H 0.095 -2.540 4.328
H 1.820 -2.301 4.357
H 2.888 -1.101 2.922
H -1.433 1.453 0.064
H -1.674 -1.478 4.049
H -4.932 -1.226 1.423
H -5.688 0.167 2.204
H -6.664 -2.467 2.475
H -7.015 -1.144 3.602
H -4.587 -2.709 3.794
H -5.959 -3.211 4.591
H -4.468 -1.949 5.999
H -6.006 -1.092 5.760
H -3.442 -0.007 5.097
H -4.990 0.631 4.544
C 0.098 -2.421 -4.910
C 1.116 -1.473 -4.320
S 0.350 -0.018 -3.580
C 2.438 -1.727 -4.374
C 2.968 -2.971 -5.035
S 3.772 -0.710 -3.740
H -0.907 -2.059 -4.709
H 0.178 -3.431 -4.493
H 0.204 -2.517 -5.997
H 2.182 -3.636 -5.401
H 3.601 -3.529 -4.341
H 3.610 -2.705 -5.880
C 3.442 2.132 -6.878
N 3.579 2.520 -5.491
C 4.736 2.879 -4.844
C 4.400 3.052 -3.537
N 3.058 2.807 -3.374
C 2.600 2.498 -4.574
H 4.433 1.943 -7.283
H 2.955 2.914 -7.459
H 2.868 1.208 -6.929
H 5.678 2.917 -5.361
H 5.046 3.266 -2.702
H 1.601 2.142 -4.786
*
```

Output
- Energy relative to the best compared isomer or geometry (same formula, charge and spin): 3.786 eV
- HOMO: -4.244 eV
- E_tot: -99066.2220 eV
- HOMO-LUMO gap: 2.402 eV